1.
Molecular formula: C3H4O2S
Method: DFT, the ωB97M-V functional and the def2-TZVPD basis

Calculated values
- total energy (Ha) = -665.3351
- orbital gap (eV) = 9.18
- structure (SMILES) = CC(=O)C(=O)S
- ΔE to the lowest compared entry with this formula, charge and spin (kJ/mol) = 132.6
- LUMO level (eV) = -0.678

ORCA input file:
```
! wB97M-V def2-TZVPD RIJCOSX def2/J DEFGRID3
* xyz 0 1
C -0.85487 2.01144 -0.52797
C -0.26007 0.65877 -0.71127
C -0.21033 -0.13027 0.57399
H -1.81743 2.01187 -0.09468
H -0.86094 2.71292 -1.42804
H -0.17891 2.79549 0.05477
H 0.91545 -1.24709 -0.78217
O 0.52404 0.31719 -1.58716
O -0.88014 0.17047 1.45331
S 0.79639 -1.58838 0.45703
*
```

---

2.
Molecular formula: C3H3FP2
Method: DFT, the ωB97M-V functional and the def2-TZVPD basis

Calculated values
- total energy (Ha) = -898.5322
- orbital gap (alpha / beta) (eV) = 7.98 / 7.98
- ΔE to the lowest compared entry with this formula, charge and spin (kJ/mol) = 210.7
- LUMO level (alpha / beta) (eV) = -0.700 / -0.698

ORCA input file:
```
! wB97M-V def2-TZVPD RIJCOSX def2/J DEFGRID3
* xyz 0 1
C -0.13453 -1.52085 0.10867
C -1.25223 0.91242 -0.13037
C 1.08698 -0.31372 0.06038
F 2.44883 -0.46151 -0.06144
P -1.67798 -0.73763 -0.17337
P 0.45047 1.18018 -0.48915
H 0.09273 -2.43123 0.55194
H -2.00332 1.64051 -0.46138
H 0.98906 1.73183 0.59471
*
```